DFT (ωB97M-V/def2-TZVPD) results for the molecule C3H5N.

Last column: Löwdin charge in e.
Element x y z (Å)
H 3.002 0.124 -0.101  0.0473
N 2.090 -0.258 0.089  0.0617
C 0.999 0.301 -0.019  -0.1794
C -0.515 -0.639 0.162  -0.0891
C -1.611 0.069 0.039  -0.0785
H 0.872 1.307 -0.167  0.0517
H -0.439 -1.638 0.096  0.0266
H -2.663 -0.465 -0.053  0.0876
H -1.736 1.201 -0.045  0.0721

Properties
Orbital gap: 10.51 eV
HOMO: -9.2664 eV
Total charge: 0
LUMO level: 1.239 eV
2S+1: 1
SMILES: [H]/N=C/C=C


DFT (ωB97M-V/def2-TZVPD) results for an isolated ion of composition H2N2O4P and charge -1.

Last column: Löwdin charge in e.
Element x y z (Å)
N 0.018 0.044 -0.086  -0.1146
P 1.350 0.954 0.028  0.0511
O 1.315 2.111 -0.854  -0.3377
O 1.801 1.006 1.404  -0.3543
O 2.447 -0.212 -0.621  -0.2041
N 3.429 -0.417 0.246  -0.1608
O 4.305 -1.132 -0.184  -0.0534
H -0.127 -0.777 0.631  0.1076
H -0.334 0.047 -1.085  0.0662

Properties
Orbital gap: 9.56 eV
HOMO: -5.3027 eV
Total charge: -1
LUMO level: 4.255 eV
2S+1: 1
SMILES: N[P@@](=O)([O-])ON=O


DFT (ωB97M-V/def2-TZVPD) results for C15H23BMoN6Si as an isolated structure.

Last column: Löwdin charge in e.
Element x y z (Å)
H -2.856 -0.989 1.017  0.1056
N -1.096 -2.015 0.439  -0.1272
B 0.676 -3.768 -0.083  -0.4546
N -0.748 -3.359 0.395  -0.0251
C -1.789 -4.102 0.803  -0.0195
Mo 0.422 -0.475 -0.095  1.6381
H -1.694 -5.184 0.808  0.1456
C -2.839 -3.245 1.125  -0.0195
H -3.814 -3.529 1.478  0.1127
C -2.374 -1.945 0.891  -0.1003
H 0.854 -4.957 -0.095  0.1351
C 1.881 0.668 -0.729  -0.2706
H 1.313 1.611 -0.619  0.0078
H 2.179 0.506 -1.771  0.0323
H 2.755 0.666 -0.068  0.0354
N 1.664 -3.041 0.875  0.0175
N 0.837 -3.129 -1.494  0.0090
N 1.573 -1.650 1.039  -0.1524
N 0.598 -1.762 -1.677  -0.1442
C 2.633 -3.499 1.680  0.0155
C 1.149 -3.670 -2.681  0.0096
H 2.853 -4.557 1.712  0.1517
H 1.329 -4.736 -2.740  0.1513
C 3.200 -2.419 2.367  0.0056
C 1.145 -2.663 -3.651  0.0037
C 2.529 -1.273 1.948  -0.0617
C 0.809 -1.478 -2.998  -0.0692
H 4.001 -2.453 3.075  0.1183
H 1.358 -2.776 -4.700  0.1206
H 2.643 -0.229 2.206  0.1249
H 0.715 -0.457 -3.344  0.1239
H -1.183 0.656 1.533  0.0948
C -1.287 5.050 1.939  -0.1624
Si -1.321 4.303 0.193  0.5127
C -3.028 4.623 -0.586  -0.1689
C -0.086 5.327 -0.822  -0.1751
C -0.835 2.498 0.361  0.0234
C -0.719 1.249 0.695  -0.1634
H -1.568 6.115 1.988  0.0642
H -0.264 4.948 2.333  0.0424
H -1.971 4.481 2.585  0.0392
H -3.325 5.686 -0.554  0.0606
H -3.038 4.316 -1.643  0.0399
H -3.801 4.052 -0.051  0.0365
H 0.921 5.214 -0.392  0.0371
H -0.069 4.986 -1.868  0.0374
H -0.334 6.403 -0.820  0.0617

Properties
Orbital gap (alpha / beta): 6.22 / 6.54 eV
HOMO (alpha / beta): -15.2718 / -15.3212 eV
Total charge: +2
LUMO level (alpha / beta): -9.050 / -8.778 eV
2S+1: 3


DFT (ωB97M-V/def2-TZVPD) results for C34H32F4N6O4SV as an isolated structure.

Last column: Löwdin charge in e.
Element x y z (Å)
V 0.339 -0.204 -0.403  0.9853
C -2.273 3.213 0.671  -0.0752
C -1.325 3.743 -0.393  -0.2562
N -1.276 2.901 -1.568  -0.1800
C -2.539 2.811 -2.293  -0.2571
C -3.186 1.436 -2.184  -0.0759
C -0.139 3.189 -2.419  -0.2029
C 1.221 2.946 -1.766  -0.2454
N 1.241 1.760 -0.957  -0.0176
C 2.330 1.485 -0.236  -0.2540
C 1.839 0.954 2.138  -0.3868
F 1.223 -0.037 2.971  -0.0219
C 3.155 1.287 2.773  -0.2124
F 3.166 1.167 4.143  0.0132
C 4.286 1.744 2.189  0.0194
C 4.477 2.103 0.843  -0.2119
F 5.755 2.530 0.556  0.0045
C 3.581 2.106 -0.214  -0.1558
F 3.999 2.826 -1.322  0.0058
H -2.185 3.803 1.587  0.0750
H -2.027 2.176 0.901  0.0443
H -3.315 3.254 0.346  0.0679
H -0.318 3.787 0.025  0.0915
H -1.606 4.784 -0.664  0.1125
H -2.368 3.047 -3.349  0.1016
H -3.230 3.584 -1.925  0.1036
H -2.449 0.656 -2.377  0.0743
H -3.999 1.332 -2.909  0.0679
H -3.583 1.252 -1.187  0.0529
H -0.147 4.246 -2.761  0.1148
H -0.235 2.572 -3.315  0.1052
H 1.499 3.823 -1.158  0.1122
H 1.961 2.917 -2.576  0.1078
H 5.144 1.886 2.837  0.1189
S 1.796 -6.863 -3.612  0.8677
N 1.235 -6.514 -2.123  -0.2518
C 1.123 -5.203 -2.045  -0.2944
C 0.651 -4.457 -0.889  -0.1294
C 0.211 -5.019 0.267  -0.0510
C -0.244 -4.169 1.319  -0.1009
C -0.215 -2.812 1.120  -0.1729
N 0.211 -2.195 0.004  -0.0271
C 0.654 -3.020 -1.049  -0.1752
C 1.032 -2.383 -2.188  -0.1752
N 0.942 -0.962 -2.170  -0.0390
C 1.277 -0.334 -3.328  -0.1598
C 1.680 -0.948 -4.474  -0.1098
C 1.782 -2.383 -4.503  -0.0615
C 1.470 -3.072 -3.378  -0.1370
C 1.523 -4.525 -3.261  -0.2903
N 1.920 -5.352 -4.206  -0.2502
H 0.207 -6.097 0.375  0.0966
H -0.601 -4.568 2.258  0.0747
H -0.535 -2.145 1.915  0.1088
H 1.218 0.747 -3.281  0.0817
H 1.937 -0.352 -5.339  0.0721
H 2.106 -2.908 -5.392  0.0919
C 3.070 -1.671 1.530  -0.0967
O 3.103 -0.571 0.655  -0.1411
C 2.028 0.372 0.738  -0.2990
C 0.892 2.150 2.182  0.0095
H 2.088 -2.144 1.563  0.0629
H 3.358 -1.394 2.551  0.0820
H 3.794 -2.391 1.144  0.0893
H 1.368 3.017 1.723  0.0949
H 0.676 2.376 3.228  0.0945
H -0.036 1.936 1.653  0.0485
O -5.032 -1.363 1.330  0.0482
C -4.264 -0.899 2.328  -0.2728
C -4.770 -0.925 3.629  -0.0319
C -4.004 -0.458 4.680  -0.1075
C -2.722 0.039 4.464  -0.0948
C -2.217 0.062 3.176  -0.0153
C -2.972 -0.397 2.099  -0.0592
C -2.417 -0.370 0.706  -0.5426
O -3.131 -0.749 -0.237  0.0277
O -1.251 0.135 0.572  -0.1478
H -4.455 -1.287 0.514  0.0720
H -5.764 -1.325 3.785  0.1053
H -4.408 -0.490 5.686  0.0910
H -2.119 0.391 5.290  0.0938
H -1.212 0.413 2.983  0.0958

Properties
Orbital gap (alpha / beta): 3.98 / 4.03 eV
HOMO (alpha / beta): 0.1050 / 0.0625 eV
Total charge: -2
LUMO level (alpha / beta): 4.084 / 4.089 eV
2S+1: 4